# C11H15N

A 2-piece molecular cluster, C11H15N overall at a distorted geometry (ωB97M-V/def2-TZVPD, the OMol25 dataset).

Calculated values
Electronic energy = -13138.69773 eV
LUMO energy = 0.87 eV
Energy above the lowest of the compared OMol25 structures with the same formula, charge and spin = 48.3 kcal/mol

Each line ends with the natural charge from an NBO analysis.
Geometry (Å):
1 C 2.259 2.665 2.871  -0.62
2 C 0.465 0.613 0.347  0.13
3 C 0.680 0.987 1.690  -0.07
4 C 1.520 2.134 1.739  -0.10
5 C 1.603 2.616 0.439  -0.03
6 C -0.366 -1.497 1.127  -0.23
7 C -0.172 -0.562 0.084  -0.24
8 C -0.072 -1.210 2.447  -0.22
9 C 0.367 0.065 2.771  -0.21
10 N 0.840 1.781 -0.348  -0.53
11 H -0.830 -2.433 0.919  0.21
12 H -0.522 -0.695 -0.924  0.21
13 H -0.350 -2.018 3.254  0.22
14 H 0.686 0.510 3.732  0.21
15 H 0.646 1.915 -1.352  0.41
16 H 2.192 3.409 0.131  0.21
17 H 3.413 2.708 2.535  0.21
18 H 2.178 1.957 3.676  0.21
19 H 1.879 3.636 3.119  0.22
20 C -2.565 -1.538 -3.790  -0.63
21 C -1.599 -2.554 -3.150  -0.62
22 H -2.081 -0.660 -4.090  0.21
23 H -2.803 -1.855 -4.832  0.21
24 H -3.589 -1.395 -3.357  0.21
25 H -0.893 -2.942 -3.984  0.20
26 H -2.020 -3.350 -2.630  0.21
27 H -0.866 -2.284 -2.424  0.21